14 unconnected molecules or ions with the total composition C56H154N14O14 in a non-equilibrium geometry, computed with ωB97M-V/def2-TZVPD.

Last column: Löwdin charge in e.
Element x y z (Å)
1 C 2.90068 -3.72631 2.25321  -0.05
2 C 1.46132 -4.33895 2.18095  -0.43
3 C 1.52064 -5.86212 2.30461  -0.19
4 O 0.22168 -6.44897 2.41048  -0.22
5 C 0.10469 -7.65874 3.13420  -0.10
6 N 0.63596 -3.68146 3.14521  0.05
7 H 2.98528 -2.66757 2.00823  0.06
8 H 3.54452 -4.10759 1.46063  0.05
9 H 3.48358 -4.01110 3.12913  0.08
10 H 1.00572 -4.10171 1.21957  0.12
11 H 2.10072 -6.01727 3.21430  0.12
12 H 2.09517 -6.29092 1.48355  0.12
13 H -0.94439 -7.95274 3.10114  0.09
14 H 0.43394 -7.60458 4.17187  0.09
15 H 0.64648 -8.46279 2.63612  0.08
16 H 0.99125 -3.96235 4.04796  0.09
17 H -0.26010 -4.14423 3.09038  0.07
18 C -3.11686 2.91622 -4.06551  -0.07
19 C -4.00260 1.70635 -4.43018  -0.42
20 C -4.11620 0.76138 -3.19828  -0.15
21 O -2.85695 0.06991 -2.94485  -0.22
22 C -2.58001 -0.92946 -3.86346  -0.13
23 N -5.24625 2.31946 -4.87224  0.03
24 H -2.08065 2.63570 -3.87662  0.05
25 H -3.37715 3.41433 -3.13158  0.07
26 H -3.09716 3.58445 -4.92642  0.08
27 H -3.56877 1.29271 -5.34056  0.13
28 H -4.93961 0.08281 -3.42113  0.11
29 H -4.38306 1.36608 -2.33156  0.13
30 H -3.48300 -1.52324 -4.00538  0.09
31 H -1.74343 -1.55875 -3.55979  0.07
32 H -2.31997 -0.58675 -4.86498  0.08
33 H -5.94511 1.59053 -4.85369  0.06
34 H -5.14126 2.65823 -5.81792  0.07
35 C 2.96136 -5.41035 -6.47007  -0.09
36 C 4.16884 -5.46080 -5.64564  -0.43
37 C 4.81182 -4.06450 -5.42627  -0.18
38 O 4.11552 -3.13540 -4.63343  -0.22
39 C 4.63560 -1.84549 -4.71470  -0.10
40 N 3.67371 -6.02973 -4.43142  0.04
41 H 3.28894 -4.86771 -7.35683  0.08
42 H 2.07775 -4.91355 -6.06944  0.08
43 H 2.71359 -6.43231 -6.75701  0.09
44 H 4.91459 -6.14568 -6.04924  0.14
45 H 4.87319 -3.48467 -6.34720  0.12
46 H 5.81889 -4.18560 -5.02721  0.12
47 H 5.71240 -1.94484 -4.57780  0.08
48 H 4.19357 -1.21613 -3.94229  0.08
49 H 4.30236 -1.45604 -5.67666  0.09
50 H 3.19422 -5.28821 -3.94120  0.05
51 H 2.97155 -6.72141 -4.65199  0.06
52 C -2.70121 5.70315 0.40416  -0.06
53 C -1.96140 5.62947 -0.90726  -0.43
54 C -1.57689 7.03842 -1.55016  -0.14
55 O -0.86290 6.87282 -2.76688  -0.24
56 C -1.45396 6.23074 -3.86748  -0.10
57 N -0.73036 4.90811 -0.73453  0.07
58 H -2.17478 5.94390 1.32775  0.07
59 H -3.16195 4.71943 0.49431  0.06
60 H -3.54774 6.38977 0.39705  0.07
61 H -2.66621 5.17741 -1.60509  0.12
62 H -0.94930 7.65943 -0.91095  0.13
63 H -2.46805 7.55029 -1.91337  0.11
64 H -0.88914 6.56575 -4.73746  0.08
65 H -2.44772 6.64680 -4.03312  0.10
66 H -1.24882 5.17176 -3.71071  0.07
67 H -0.97114 3.93272 -0.63089  0.03
68 H -0.24739 5.07102 -1.60649  0.02
69 C -5.39300 -1.53945 -0.81662  -0.05
70 C -4.81990 -2.93453 -0.95553  -0.43
71 C -3.46658 -3.04866 -0.33561  -0.21
72 O -2.95441 -4.38643 -0.37845  -0.17
73 C -2.27200 -4.75910 0.79902  -0.11
74 N -5.73753 -3.90454 -0.32877  0.05
75 H -4.67219 -0.78231 -1.12527  0.05
76 H -5.68256 -1.30591 0.20794  0.08
77 H -6.25343 -1.29669 -1.44019  0.08
78 H -4.69138 -3.16271 -2.01360  0.14
79 H -3.41947 -2.52852 0.62113  0.12
80 H -2.79481 -2.50820 -1.00251  0.11
81 H -1.94472 -5.79832 0.76709  0.06
82 H -2.78829 -4.62726 1.74990  0.09
83 H -1.31695 -4.25435 0.94460  0.07
84 H -5.25202 -4.78851 -0.38336  0.06
85 H -5.88475 -3.69012 0.64716  0.07
86 C -2.14391 1.36613 0.73890  -0.05
87 C -0.78141 1.38755 0.06621  -0.35
88 C -0.13396 -0.06089 -0.14090  -0.14
89 O 1.18652 -0.06842 -0.72128  -0.22
90 C 1.60775 -1.30702 -1.23573  -0.12
91 N -1.02733 1.97517 -1.24361  0.07
92 H -2.97689 1.09430 0.09054  0.07
93 H -2.48937 2.30644 1.16854  0.06
94 H -2.26827 0.54072 1.43985  0.06
95 H -0.10706 1.94584 0.71557  0.12
96 H -0.78172 -0.74933 -0.68363  0.11
97 H -0.16560 -0.56909 0.82286  0.10
98 H 1.69361 -2.10534 -0.49856  0.08
99 H 2.66062 -1.23319 -1.50795  0.07
100 H 1.05832 -1.71470 -2.08428  0.09
101 H -0.12398 2.00832 -1.69412  0.04
102 H -1.49478 1.28637 -1.81558  0.05
103 C 1.01571 1.65394 3.47853  -0.05
104 C 1.48343 0.22159 3.17228  -0.38
105 C 2.90626 -0.12991 3.75105  -0.18
106 O 3.97407 0.62663 3.17535  -0.22
107 C 5.20222 0.30418 3.82497  -0.09
108 N 0.41779 -0.65009 3.72284  0.05
109 H -0.05654 1.80755 3.35709  0.05
110 H 1.50618 2.44915 2.91712  0.07
111 H 1.21686 1.90249 4.52058  0.07
112 H 1.51428 0.02174 2.10121  0.11
113 H 3.07452 -1.20506 3.68907  0.10
114 H 2.90595 0.05763 4.82479  0.11
115 H 5.91195 1.02420 3.41759  0.08
116 H 5.45390 -0.75537 3.77870  0.09
117 H 5.10384 0.63293 4.85954  0.08
118 H 0.46219 -0.58571 4.72980  0.07
119 H 0.61509 -1.58261 3.38879  0.02
120 C -5.67904 3.52640 1.75070  -0.04
121 C -6.70745 4.20730 2.76169  -0.36
122 C -6.04659 5.47274 3.44473  -0.23
123 O -5.58561 6.30341 2.41419  -0.20
124 C -4.78101 7.32508 3.04279  -0.09
125 N -7.86735 4.55094 1.93423  0.02
126 H -5.25720 4.23217 1.03513  0.05
127 H -6.12982 2.65829 1.26980  0.08
128 H -4.78787 3.21502 2.29564  0.05
129 H -7.11507 3.59617 3.56697  0.11
130 H -5.28162 5.10911 4.13081  0.10
131 H -6.71692 6.03787 4.09234  0.12
132 H -3.90750 6.83141 3.46867  0.07
133 H -5.25782 8.01377 3.74025  0.09
134 H -4.46487 7.93720 2.19812  0.08
135 H -8.57309 5.15086 2.33688  0.07
136 H -7.39527 5.17005 1.29086  0.06
137 C 4.84008 -3.97562 -1.56745  -0.03
138 C 6.07470 -3.35371 -0.91888  -0.41
139 C 6.99778 -2.44751 -1.72877  -0.20
140 O 7.87667 -3.26327 -2.53364  -0.19
141 C 8.73023 -2.50256 -3.42936  -0.10
142 N 5.65946 -2.60270 0.28229  0.05
143 H 4.07972 -3.22015 -1.76551  0.06
144 H 4.44750 -4.67884 -0.83297  0.07
145 H 5.09253 -4.59106 -2.43092  0.07
146 H 6.79617 -4.06386 -0.51483  0.14
147 H 7.64761 -1.86375 -1.07683  0.11
148 H 6.46186 -1.68068 -2.28811  0.11
149 H 9.49000 -1.85543 -2.99109  0.08
150 H 8.18452 -1.94148 -4.18795  0.07
151 H 9.22206 -3.25334 -4.04784  0.08
152 H 6.44772 -2.02846 0.54500  0.06
153 H 4.95048 -1.98308 -0.08313  0.03
154 C -0.30883 3.12307 7.31883  -0.07
155 C -1.49250 4.10249 7.25514  -0.40
156 C -1.61652 4.74381 5.90808  -0.19
157 O -1.58582 3.78757 4.83612  -0.23
158 C -1.95160 4.22905 3.54149  -0.09
159 N -2.67331 3.33953 7.74716  0.04
160 H 0.57694 3.71048 7.07711  0.08
161 H -0.43105 2.31093 6.60217  0.06
162 H -0.15677 2.68193 8.30392  0.07
163 H -1.37671 4.92961 7.95554  0.13
164 H -0.83079 5.48882 5.78281  0.12
165 H -2.50330 5.36590 5.78671  0.12
166 H -1.62253 3.45478 2.84845  0.06
167 H -1.39999 5.14357 3.32361  0.09
168 H -3.03492 4.34899 3.55357  0.07
169 H -2.62132 2.88930 8.64975  0.06
170 H -2.75797 2.55240 7.11996  0.03
171 C -0.46966 -7.85595 -0.69803  -0.04
172 C -0.08431 -7.95553 -2.20365  -0.40
173 C 0.38560 -6.70890 -2.97783  -0.19
174 O -0.48308 -5.59606 -2.71628  -0.17
175 C -0.19289 -4.58153 -3.64605  -0.11
176 N 0.82494 -9.08891 -2.34195  0.02
177 H -0.75734 -8.84132 -0.33142  0.07
178 H -1.39720 -7.28556 -0.74711  0.06
179 H 0.28674 -7.47725 -0.01060  0.06
180 H -1.01847 -8.17352 -2.72128  0.13
181 H 0.55344 -6.98749 -4.01818  0.12
182 H 1.35409 -6.39169 -2.59116  0.11
183 H 0.86770 -4.46564 -3.86923  0.07
184 H -0.68737 -3.66144 -3.33459  0.07
185 H -0.58231 -4.91312 -4.60860  0.09
186 H 0.46081 -9.96893 -2.00567  0.07
187 H 1.72880 -8.98082 -1.90440  0.07
188 C 1.78990 4.98089 -4.64716  -0.06
189 C 1.73994 4.36740 -3.25980  -0.45
190 C 1.82087 2.81985 -3.28234  -0.16
191 O 0.73121 2.42173 -4.16423  -0.20
192 C 0.70127 0.95310 -4.16618  -0.06
193 N 2.77205 5.01780 -2.49566  0.06
194 H 2.78032 4.96949 -5.10218  0.08
195 H 1.56120 6.04568 -4.60204  0.07
196 H 1.04895 4.50264 -5.28776  0.08
197 H 0.76318 4.62946 -2.85314  0.09
198 H 1.76701 2.38081 -2.28612  0.10
199 H 2.80632 2.59292 -3.68914  0.12
200 H 0.74661 0.60576 -3.13400  0.05
201 H 1.53648 0.47801 -4.68077  0.08
202 H -0.23165 0.66580 -4.65117  0.08
203 H 2.60593 5.09968 -1.50279  0.06
204 H 2.66957 5.97665 -2.79599  0.07
205 C 3.64341 2.90060 0.29018  -0.04
206 C 4.43099 1.78428 -0.44531  -0.37
207 C 5.97135 1.91638 -0.15896  -0.19
208 O 6.40917 3.21935 -0.54415  -0.19
209 C 7.87016 3.28681 -0.48500  -0.09
210 N 3.98977 0.53609 0.12568  0.05
211 H 2.57502 2.70648 0.38488  0.06
212 H 3.72303 3.81030 -0.30497  0.04
213 H 4.07475 3.13969 1.26223  0.08
214 H 4.25805 1.69651 -1.51791  0.13
215 H 6.58472 1.15079 -0.63411  0.11
216 H 6.10552 1.83781 0.91990  0.11
217 H 8.31838 2.51266 -1.10780  0.08
218 H 8.24352 3.05624 0.51276  0.08
219 H 8.22583 4.28814 -0.72780  0.08
220 H 3.09229 0.22315 -0.21593  0.02
221 H 3.96205 0.49701 1.13454  0.05
222 C -2.93734 1.18533 4.72071  -0.03
223 C -3.68481 -0.21473 4.71987  -0.40
224 C -4.50341 -0.47776 3.48763  -0.24
225 O -5.58215 0.36933 3.32184  -0.18
226 C -6.49145 0.53293 4.38162  -0.11
227 N -2.74515 -1.31711 4.96391  0.04
228 H -2.45996 1.37981 3.76029  0.05
229 H -2.08154 1.17189 5.39563  0.06
230 H -3.67107 1.98554 4.81776  0.08
231 H -4.38836 -0.17554 5.55147  0.12
232 H -4.95358 -1.46584 3.58332  0.12
233 H -3.85077 -0.54919 2.61755  0.11
234 H -7.28905 1.17577 4.00921  0.09
235 H -6.15872 0.95113 5.33162  0.08
236 H -6.85247 -0.43572 4.72730  0.09
237 H -2.27874 -1.08058 5.82798  0.06
238 H -1.98040 -1.35576 4.30530  0.04

Summary:
Orbital gap, eV: 8.9
Relative energy (zero: lowest compared OMol25 entry of this formula, charge and spin), kJ/mol: 597.20
HOMO, Ha: -0.307

2 unconnected molecules or ions with the total composition C5H13NO in a non-equilibrium geometry, computed with ωB97M-V/def2-TZVPD.

Last column: Löwdin charge in e.
Element x y z (Å)
1 C 0.73422 -0.14906 -1.50611  -0.02
2 C 0.85945 -1.54442 -1.14147  -0.59
3 N -0.29059 -2.35503 -1.29506  0.12
4 O 1.81747 -2.06657 -0.62013  0.05
5 H 1.52996 0.46343 -1.08161  0.08
6 H -0.25490 0.27386 -1.16545  0.09
7 H 0.78536 0.07443 -2.57928  0.09
8 H -0.40328 -3.26346 -0.86904  0.09
9 H -1.21276 -2.00668 -1.48550  0.08
10 C 0.12799 2.62812 1.01986  -0.13
11 C -0.77838 1.78862 1.97512  -0.29
12 C -1.95264 1.00066 1.32413  -0.11
13 H -0.51321 3.13912 0.29820  0.07
14 H 0.61901 3.40822 1.61542  0.06
15 H 0.99316 2.11648 0.59732  0.05
16 H -1.12670 2.44960 2.73561  0.07
17 H 0.01867 1.03600 2.33400  0.12
18 H -2.07291 1.25232 0.29976  0.04
19 H -2.81868 1.34358 1.88946  0.06
20 H -1.79940 -0.02375 1.60700  0.06

Summary:
SMILES: CC(N)=O.CCC
Orbital gap, eV: 10.7
Relative energy (zero: lowest compared OMol25 entry of this formula, charge and spin), kJ/mol: 88.19
HOMO, Ha: -0.364

2 unconnected molecules or ions with the total composition C5H12O2S in a non-equilibrium geometry, computed with ωB97M-V/def2-TZVPD.

Last column: Löwdin charge in e.
Element x y z (Å)
1 C -1.88500 2.49228 0.92928  -0.42
2 S -1.08704 2.51600 -0.69093  0.80
3 C 0.42252 1.55825 -0.72036  -0.52
4 C 0.28720 0.15306 -0.15093  -0.29
5 C -0.55916 -0.82878 -0.98083  -0.18
6 C 0.38082 -1.52512 -1.98063  -0.26
7 O 0.89605 -0.89437 -2.85849  0.06
8 H -2.31610 1.56897 1.28595  0.03
9 H -1.13634 2.76928 1.68603  0.04
10 H -2.60274 3.29650 0.72107  0.02
11 H 1.21232 2.02313 -0.12969  0.07
12 H 0.78226 1.29512 -1.77722  0.10
13 H -0.11823 0.13756 0.87771  0.10
14 H 1.27996 -0.33143 -0.06569  0.12
15 H -1.00109 -1.63120 -0.35576  0.10
16 H -1.49616 -0.44595 -1.40807  0.11
17 H 0.48951 -2.63150 -1.82000  0.13
18 O 2.42789 -2.94169 2.53479  -0.06
19 H 1.58186 -2.70454 2.15044  0.02
20 H 2.44147 -3.87557 2.75332  0.03

Summary:
SMILES: CSCCCC=O.O
Orbital gap, eV: 9.0
Relative energy (zero: lowest compared OMol25 entry of this formula, charge and spin), kJ/mol: 163.43
HOMO, Ha: -0.315

3 unconnected molecules or ions with the total composition C3H10O3 in a non-equilibrium geometry, computed with ωB97M-V/def2-TZVPD.

Last column: Löwdin charge in e.
Element x y z (Å)
1 C 1.50079 -0.90201 1.78967  0.04
2 C 0.68644 -0.78528 0.74438  -0.43
3 C -0.81529 -0.76323 0.71062  -0.05
4 O 1.27802 -0.54252 -0.51380  -0.01
5 H 1.07858 -0.61289 2.74627  0.06
6 H 2.48133 -1.35436 1.70059  0.07
7 H -1.22244 -0.88156 -0.30327  0.08
8 H -1.13700 0.27973 0.96301  0.09
9 H -1.43903 -1.43224 1.29410  0.08
10 H 0.63229 0.04664 -0.91149  0.08
11 O 1.17452 0.64937 -5.73140  -0.06
12 H 0.67871 0.23496 -5.01246  0.03
13 H 2.00424 0.62234 -5.23523  0.03
14 O -3.15914 1.72318 3.43379  -0.06
15 H -3.24750 2.09807 4.32053  0.04
16 H -2.47389 1.06948 3.40859  0.01

Summary:
SMILES: C=C(C)O.O.O
Orbital gap, eV: 9.2
Relative energy (zero: lowest compared OMol25 entry of this formula, charge and spin), kJ/mol: 164.08
HOMO, Ha: -0.324

A gas-phase ion, C6H11N2O (charge +1) in a non-equilibrium geometry, computed with ωB97M-V/def2-TZVPD.

Last column: Löwdin charge in e.
Element x y z (Å)
1 C 0.23348 -1.83159 1.61475  -0.04
2 O 0.95310 -1.02570 0.72910  -0.07
3 C 0.36640 -0.40201 -0.24348  -0.45
4 N -0.12359 -1.64119 -1.26037  0.22
5 C 1.15306 0.62641 -0.82689  -0.02
6 C 0.81488 1.89286 -0.58728  -0.01
7 C -0.48025 2.37601 -0.02871  -0.12
8 C -1.47832 1.28975 0.26778  -0.09
9 N -1.19313 0.04494 0.15361  0.14
10 H -0.74247 -2.08089 1.12022  0.09
11 H 0.15784 -1.31280 2.62357  0.13
12 H 0.92458 -2.70713 1.74299  0.12
13 H -0.82879 -1.37509 -1.97558  0.17
14 H -0.63569 -2.19800 -0.56502  0.10
15 H 0.77376 -2.24029 -1.55879  0.23
16 H 2.07275 0.32116 -1.18798  0.11
17 H 1.61878 2.60844 -0.84616  0.14
18 H -0.29710 2.89293 0.93456  0.15
19 H -0.85816 3.13554 -0.57546  0.09
20 H -2.43114 1.62664 0.46915  0.10

Summary:
SMILES: CO[C@]1([NH3+])C=CCC=N1
Total charge: +1
Orbital gap, eV: 10.5
Relative energy (zero: lowest compared OMol25 entry of this formula, charge and spin), kJ/mol: 318.35
HOMO, Ha: -0.505

A single C5H11OP molecule in a non-equilibrium geometry, computed with ωB97M-V/def2-TZVPD.

Last column: Löwdin charge in e.
Element x y z (Å)
1 C 1.21024 0.31646 -2.55193  -0.03
2 C 0.02380 -0.08909 -2.15232  -0.25
3 P -0.90963 0.51609 -0.64321  0.81
4 O -2.54053 0.64142 -0.83667  -0.48
5 C -0.41787 -0.42629 0.85153  -0.50
6 C -0.79565 0.45158 2.00991  -0.13
7 C 0.97867 -1.00022 1.05374  -0.08
8 H 1.62503 -0.08132 -3.36019  0.01
9 H 1.62906 1.13897 -1.92178  0.08
10 H -0.49052 -0.71503 -2.81308  0.05
11 H -0.45311 1.74466 -0.67885  0.00
12 H -1.11181 -1.27170 0.55029  0.13
13 H -0.39738 1.52477 1.95007  0.11
14 H -1.81618 0.62347 2.12788  0.06
15 H -0.36691 0.14356 2.90283  0.05
16 H 0.96095 -1.54294 1.96718  0.08
17 H 1.67722 -0.23652 1.15048  0.07
18 H 1.19461 -1.73787 0.39411  0.04

Summary:
SMILES: C=C[P@@H](=O)C(C)C
Orbital gap, eV: 10.3
Relative energy (zero: lowest compared OMol25 entry of this formula, charge and spin), kJ/mol: 197.73
HOMO, Ha: -0.348